[1]
Molecular formula: CH2ClNO
Method: DFT, the ωB97M-V functional and the def2-TZVPD basis

The total energy is -629.2958 Ha. The value obtained for the LUMO energy (spin up / spin down) is -0.6 / -0.7 eV. The value obtained for the gap between HOMO and LUMO (spin up / spin down) is 9.06 / 8.70 eV. The calculation puts the highest occupied orbital energy (spin up / spin down) at -9.62 / -9.39 eV.

CARTESIAN COORDINATES (ANGSTROEM)
C 0.3569 0.0098 -0.1010
N 1.6245 -0.9665 1.0367
O 1.7143 -0.2198 -0.1733
Cl 1.6554 -2.6341 0.7510
H -0.3136 -0.7753 -0.4060
H 0.0117 0.9328 0.3294


[2]
Molecular formula: CH2ClNS
Method: DFT, the ωB97M-V functional and the def2-TZVPD basis

The total energy is -952.2974 Ha. The value obtained for the LUMO energy is -0.8 eV. The value obtained for the gap between HOMO and LUMO is 8.50 eV. The calculation puts the highest occupied orbital energy at -9.32 eV.

CARTESIAN COORDINATES (ANGSTROEM)
C -0.5860 0.0027 -1.4312
N -1.0140 -0.0391 1.2855
S -1.4373 0.6253 -2.5808
Cl -2.4432 0.5787 1.9316
H -1.1098 -0.4512 0.3899
H -0.3249 0.5891 0.8752


[3]
Molecular formula: CH2ClO2P
Method: DFT, the ωB97M-V functional and the def2-TZVPD basis

The total energy is -991.2519 Ha. The value obtained for the LUMO energy (spin up / spin down) is -2.6 / -2.6 eV. The value obtained for the gap between HOMO and LUMO (spin up / spin down) is 6.35 / 6.35 eV. The calculation puts the highest occupied orbital energy (spin up / spin down) at -8.90 / -8.90 eV.

CARTESIAN COORDINATES (ANGSTROEM)
C 0.3970 -0.4630 -0.0719
O 0.8230 0.6466 0.8026
O 0.1417 0.2655 -1.2128
P 0.2362 1.6610 -0.3772
Cl -2.3509 -0.3014 0.4948
H 1.2713 -1.0504 -0.1073
H -0.5183 -0.7582 0.4718


[4]
Molecular formula: CH2ClOP
Method: DFT, the ωB97M-V functional and the def2-TZVPD basis

The total energy is -916.0463 Ha. The value obtained for the LUMO energy is 0.5 eV. The value obtained for the gap between HOMO and LUMO is 9.59 eV. The calculation puts the highest occupied orbital energy at -9.06 eV. Its SMILES is O=C=P.Cl.

CARTESIAN COORDINATES (ANGSTROEM)
O 0.7810 -0.9660 -0.6039
C -0.2493 -1.2426 -0.1988
P -1.6804 -1.3640 0.5264
H -2.0137 -0.3110 -0.3516
Cl 1.0359 2.1019 0.5867
H 2.1264 1.7818 0.0412


[5]
Molecular formula: CH2ClP
Method: DFT, the ωB97M-V functional and the def2-TZVPD basis

The total energy is -840.8209 Ha. The value obtained for the LUMO energy is -0.2 eV. The value obtained for the gap between HOMO and LUMO is 9.70 eV. The calculation puts the highest occupied orbital energy at -9.88 eV. Its SMILES is C=PCl.

CARTESIAN COORDINATES (ANGSTROEM)
C -0.0068 -0.3475 0.5346
P -0.7178 -0.2567 -0.9674
Cl 0.2234 1.4251 -1.8851
H -0.1059 -1.1136 1.2716
H 0.6070 0.2926 1.0463


[6]
Molecular formula: CH2F2IP
Method: DFT, the ωB97M-V functional and the def2-TZVPD basis

The total energy is -877.9366 Ha. The value obtained for the LUMO energy (spin up / spin down) is -1.3 / -1.2 eV. The value obtained for the gap between HOMO and LUMO (spin up / spin down) is 7.66 / 8.08 eV. The calculation puts the highest occupied orbital energy (spin up / spin down) at -8.95 / -9.32 eV.

CARTESIAN COORDINATES (ANGSTROEM)
C 1.4482 1.1205 -0.5615
F 0.2518 1.4434 -0.0362
F 1.6858 -0.1501 -0.2191
P -1.6989 -1.8458 0.8002
I 1.5636 1.5222 -2.6363
H -0.7840 -1.3997 1.7581
H -2.4665 -0.6905 0.8948


[7]
Molecular formula: CH2F2N2
Method: DFT, the ωB97M-V functional and the def2-TZVPD basis

The total energy is -348.4004 Ha. The value obtained for the LUMO energy is 0.4 eV. The value obtained for the gap between HOMO and LUMO is 11.29 eV. The calculation puts the highest occupied orbital energy at -10.88 eV. Its SMILES is N#CF.NF.

CARTESIAN COORDINATES (ANGSTROEM)
N 2.5107 0.1840 -1.0854
C 2.7599 0.5196 -0.0277
F 3.0530 0.9031 1.1732
N -1.2390 0.4992 -0.1900
F -0.4413 0.8112 0.9232
H -0.6418 0.0609 -1.0112
H -1.3039 1.3310 -0.6704


[8]
Molecular formula: CH2F2O3S
Method: DFT, the ωB97M-V functional and the def2-TZVPD basis

The total energy is -862.5967 Ha. The value obtained for the LUMO energy (spin up / spin down) is -5.2 / -5.2 eV. The value obtained for the gap between HOMO and LUMO (spin up / spin down) is 6.19 / 6.04 eV. The calculation puts the highest occupied orbital energy (spin up / spin down) at -11.34 / -11.21 eV.

CARTESIAN COORDINATES (ANGSTROEM)
C -1.6766 0.4896 -0.0387
O -0.8719 -0.7846 -3.0816
O 0.6352 1.1398 -2.6363
O -1.3321 -0.6792 -0.1704
F -2.6774 -1.7698 -1.1963
F -0.9615 -1.1465 1.7081
S 0.2494 -0.2304 -2.3765
H -2.1574 0.8775 -0.9874
H -1.6754 0.9678 0.8469


[9]
Molecular formula: CH2F2S
Method: DFT, the ωB97M-V functional and the def2-TZVPD basis

The total energy is -637.0470 Ha. The value obtained for the LUMO energy (spin up / spin down) is 0.2 / -2.3 eV. The value obtained for the gap between HOMO and LUMO (spin up / spin down) is 8.01 / 7.15 eV. The calculation puts the highest occupied orbital energy (spin up / spin down) at -7.82 / -9.50 eV. The spin multiplicity is 3.

CARTESIAN COORDINATES (ANGSTROEM)
C 0.4321 0.8375 0.0804
F -0.6129 0.8077 0.8833
F -1.4190 -2.1190 0.0019
S -0.0727 -1.8544 -0.7833
H 1.3114 0.7369 0.5608
H 0.3610 1.5913 -0.7431


[10]
Molecular formula: CH2F3NS
Method: DFT, the ωB97M-V functional and the def2-TZVPD basis

The total energy is -791.5943 Ha. The value obtained for the LUMO energy is -0.6 eV. The value obtained for the gap between HOMO and LUMO is 9.85 eV. The calculation puts the highest occupied orbital energy at -10.45 eV. Its SMILES is C=S(F)(F)=NF.

CARTESIAN COORDINATES (ANGSTROEM)
C 0.7132 0.4451 -1.2160
S -0.0895 -0.0211 0.1720
F 0.6732 -0.5651 1.5674
F -0.1575 1.3967 1.0217
N -1.5113 -0.5067 0.1163
F -2.0945 -1.2635 1.1501
H 1.6655 0.8741 -1.0107
H 0.8010 -0.3595 -1.8009


[11]
Molecular formula: CH2F3O2P
Method: DFT, the ωB97M-V functional and the def2-TZVPD basis

The total energy is -830.6401 Ha. The value obtained for the LUMO energy (spin up / spin down) is -0.2 / -1.4 eV. The value obtained for the gap between HOMO and LUMO (spin up / spin down) is 8.47 / 6.85 eV. The calculation puts the highest occupied orbital energy (spin up / spin down) at -8.70 / -8.29 eV.

CARTESIAN COORDINATES (ANGSTROEM)
C -0.5133 0.8094 3.3611
O -0.2036 -0.8784 0.1439
O 0.2352 1.3644 1.3076
F 0.3907 1.3437 4.1423
F -0.4028 -0.5156 3.1525
F -1.6981 1.1834 3.5379
P 0.9042 0.0571 0.8398
H -0.4768 -1.7076 0.4266
H 1.1839 0.6785 -0.4871


[12]
Molecular formula: CH2F3OTm
Method: DFT, the ωB97M-V functional and the def2-TZVPD basis

The total energy is -1499.1491 Ha. The value obtained for the LUMO energy (spin up / spin down) is -0.2 / -1.5 eV. The value obtained for the gap between HOMO and LUMO (spin up / spin down) is 6.28 / 6.45 eV. The calculation puts the highest occupied orbital energy (spin up / spin down) at -6.50 / -7.92 eV. The spin multiplicity is 3.

CARTESIAN COORDINATES (ANGSTROEM)
H 1.0062 -0.4589 0.3452
Tm 3.6722 0.3767 -1.0110
O 2.1581 -1.1003 0.0409
H 2.0268 -2.0333 -0.1397
C 0.6042 1.1769 0.0787
F -0.6577 0.6632 -0.1282
F 0.6522 1.5290 1.3999
F 0.4669 2.4025 -0.5265


[13]
Molecular formula: CH2FI
Method: DFT, the ωB97M-V functional and the def2-TZVPD basis

The total energy is -436.7638 Ha. The value obtained for the LUMO energy (spin up / spin down) is -0.7 / -2.5 eV. The value obtained for the gap between HOMO and LUMO (spin up / spin down) is 8.73 / 6.74 eV. The calculation puts the highest occupied orbital energy (spin up / spin down) at -9.48 / -9.25 eV.

CARTESIAN COORDINATES (ANGSTROEM)
C 0.0144 0.4089 0.0124
F -0.1371 1.7063 -0.0102
I 3.1918 0.0611 -0.0235
H -0.1780 0.0543 -1.0126
H 0.0771 -0.1513 1.0179


[14]
Molecular formula: CH2FIO
Method: DFT, the ωB97M-V functional and the def2-TZVPD basis

The total energy is -511.9798 Ha. The value obtained for the LUMO energy (spin up / spin down) is -0.4 / -0.4 eV. The value obtained for the gap between HOMO and LUMO (spin up / spin down) is 9.50 / 9.49 eV. The calculation puts the highest occupied orbital energy (spin up / spin down) at -9.92 / -9.92 eV.

CARTESIAN COORDINATES (ANGSTROEM)
C 0.3024 -0.4829 -0.2377
O -0.8189 1.0270 0.6839
F -0.2101 -1.4958 0.4876
I 2.1654 0.2362 0.2168
H 0.1541 -0.3664 -1.2837
H -1.5929 1.0819 0.1331


[15]
Molecular formula: CH2FLiO2
Method: DFT, the ωB97M-V functional and the def2-TZVPD basis

The total energy is -296.3446 Ha. The value obtained for the LUMO energy is -10.7 eV. The value obtained for the gap between HOMO and LUMO is 12.82 eV. The calculation puts the highest occupied orbital energy at -23.52 eV. The total charge is +2.

CARTESIAN COORDINATES (ANGSTROEM)
H -1.1912 0.5516 0.7965
F 1.1483 1.2255 -0.7654
O -0.4271 -0.2287 -0.4040
C 0.4025 0.3134 -1.1718
H 0.4749 -0.0684 -2.1979
O -0.2708 0.0747 0.9484
Li -0.1366 -1.8681 2.7943


[16]
Molecular formula: CH2FO4S
Method: DFT, the ωB97M-V functional and the def2-TZVPD basis

The total energy is -838.2040 Ha. The value obtained for the LUMO energy is 3.9 eV. The value obtained for the gap between HOMO and LUMO is 9.89 eV. The calculation puts the highest occupied orbital energy at -5.95 eV. The total charge is -1.

CARTESIAN COORDINATES (ANGSTROEM)
C 0.2539 0.4627 -0.1078
O 2.4024 0.9268 -1.3808
O 2.0704 -0.9160 0.2889
O 2.5575 1.3052 1.0888
O -0.8065 1.9528 -0.4278
F -2.1692 1.5804 0.1010
S 2.1060 0.5104 -0.0326
H 0.0091 -0.1864 -0.8613
H -0.1005 0.1720 0.7854


[17]
Molecular formula: CH2FPS
Method: DFT, the ωB97M-V functional and the def2-TZVPD basis

The total energy is -878.6033 Ha. The value obtained for the LUMO energy is -0.9 eV. The value obtained for the gap between HOMO and LUMO is 8.23 eV. The calculation puts the highest occupied orbital energy at -9.12 eV. Its SMILES is F[PH2]=C=S.

CARTESIAN COORDINATES (ANGSTROEM)
F 0.8093 0.1847 -2.0168
P -0.0389 0.1545 -0.5758
C -0.5775 0.2378 1.5816
S 0.3627 0.8121 2.6249
H -1.0307 -0.3971 -1.3854
H 0.4751 -0.9920 -0.2284


[18]
Molecular formula: CH2HgMgO
Method: DFT, the ωB97M-V functional and the def2-TZVPD basis

The total energy is -467.8629 Ha. The value obtained for the LUMO energy (spin up / spin down) is -0.5 / -1.7 eV. The value obtained for the gap between HOMO and LUMO (spin up / spin down) is 6.34 / 6.54 eV. The calculation puts the highest occupied orbital energy (spin up / spin down) at -6.83 / -8.26 eV. The spin multiplicity is 3.

CARTESIAN COORDINATES (ANGSTROEM)
C 0.3026 -0.7842 -0.3058
O 0.7919 0.3490 -0.1149
H -0.4789 -1.0616 0.4584
Mg 1.5637 -2.2910 -1.3861
Hg -0.1734 2.3420 0.6459
H -2.0058 1.4457 0.7026


[19]
Molecular formula: CH2I2S
Method: DFT, the ωB97M-V functional and the def2-TZVPD basis

The total energy is -1032.8324 Ha. The value obtained for the LUMO energy is -1.1 eV. The value obtained for the gap between HOMO and LUMO is 8.13 eV. The calculation puts the highest occupied orbital energy at -9.20 eV.

CARTESIAN COORDINATES (ANGSTROEM)
C -0.3637 0.2253 -0.1803
S 0.4611 -0.9211 -1.2544
I 1.0906 1.9127 0.6676
I -1.1723 -0.9071 1.4664
H -1.1125 1.0333 -0.5598
H 1.0967 -1.3431 -0.1395


[20]
Molecular formula: CH2INO
Method: DFT, the ωB97M-V functional and the def2-TZVPD basis

The total energy is -466.9758 Ha. The value obtained for the LUMO energy is 0.7 eV. The value obtained for the gap between HOMO and LUMO is 10.54 eV. The calculation puts the highest occupied orbital energy at -9.81 eV. Its SMILES is N=C=O.I.

CARTESIAN COORDINATES (ANGSTROEM)
N -2.1111 -0.4321 0.2748
C -1.1293 0.1667 0.2236
O -0.2016 0.8327 0.1359
H -2.5972 -1.1482 0.7483
I 3.2941 0.1266 -0.0307
H 2.7451 0.4543 -1.3519